Record 1
Below is a cluster of 2 separate species, C3H8N4O2 in total at a distorted geometry, with properties calculated with the ωB97M-V functional and the def2-TZVPD basis.

energy above the lowest of the compared OMol25 structures with the same formula, charge and spin: 216.2 kcal per mole
net charge: 0
HOMO-LUMO gap (alpha / beta): 8.45 / 7.32 eV

Atoms and positions in Å:
C: -1.86834 0.43727 0.23001
C: -0.46881 0.00850 0.64888
C: 0.26700 -0.45329 -0.63589
N: 3.89614 -1.68335 0.54255
N: 3.62059 -0.54905 0.10615
N: 4.23265 2.10385 -0.33221
N: 2.55352 -0.19367 -0.46155
O: 4.73652 1.10794 -0.00208
O: 1.48922 -1.09593 -0.39580
H: -2.29522 0.95288 1.24429
H: -1.86853 1.02141 -0.65926
H: -2.62052 -0.40222 -0.14240
H: -0.42044 -0.92514 1.37882
H: 0.08896 0.90734 1.14902
H: -0.23862 -1.17183 -1.17640
H: 0.42781 0.51472 -1.16196
H: 4.64744 -1.79234 1.27692

Atom charges from the Mulliken analysis, given in e for atoms 1 to 2: C -1.03; C -0.15

Record 2
Below is the molecule C3H8N4S at a distorted geometry, with properties calculated with the ωB97M-V functional and the def2-TZVPD basis.

energy above the lowest of the compared OMol25 structures with the same formula, charge and spin: 100.3 kcal per mole
net charge: 0
HOMO-LUMO gap (alpha / beta): 8.25 / 8.25 eV
SMILES string: [H]/N=[N+](/[S-])N/C=N/CC

Atoms and positions in Å:
C: 0.48075 -0.67625 0.49137
C: -2.20317 0.23514 -1.19661
C: -1.73642 -0.22930 0.15544
N: 2.51327 1.70003 0.63202
N: 1.83825 -0.53212 0.64707
N: -0.37637 0.25774 0.45895
N: 2.75893 0.48534 0.33479
S: 4.26048 0.23206 -0.27158
H: -0.05124 -1.68932 0.39332
H: 1.65110 1.95092 0.99727
H: -3.33898 0.02470 -1.16447
H: -2.04065 1.27537 -1.47894
H: -1.93789 -0.52701 -1.99923
H: -2.33716 0.22967 0.92787
H: -1.89466 -1.28524 0.32309
H: 2.41375 -1.45173 0.74963

Atom charges from the Mulliken analysis, given in e for atoms 1 to 2: C 0.05; C -0.95

Record 3
Below is a structure of composition C3H8N4S at a distorted geometry, with properties calculated with the ωB97M-V functional and the def2-TZVPD basis.

energy above the lowest of the compared OMol25 structures with the same formula, charge and spin: 93.4 kcal per mole
net charge: 0
HOMO-LUMO gap: 9.55 eV

Atoms and positions in Å:
C: 0.52750 1.45920 0.41653
C: -0.58064 0.02026 -1.26697
C: -0.06868 -1.72900 0.29017
H: 0.39570 2.44906 0.76384
H: -0.04048 0.42297 1.13219
H: 1.74911 1.27887 0.17662
H: -0.47460 3.33594 -2.21812
H: -0.85576 0.09619 -2.27795
H: -1.81996 -1.52965 1.43552
H: -0.41965 -2.22923 2.26661
H: 1.71044 -2.11248 1.08398
N: -0.13902 1.30706 -0.76537
N: -0.90516 -1.16421 -0.72686
N: -0.97453 -2.25473 1.30583
N: 1.22049 -1.81691 0.21941
S: 0.67524 2.46668 -1.83542

Atom charges from the Mulliken analysis, given in e for atoms 1 to 2: C -0.69; C 0.18

Record 4
Below is a cluster of 2 separate species, C3H8N5 in total at a distorted geometry, with properties calculated with the ωB97M-V functional and the def2-TZVPD basis.

energy above the lowest of the compared OMol25 structures with the same formula, charge and spin: 56.1 kcal per mole
net charge: +1
HOMO-LUMO gap: 9.46 eV

Atoms and positions in Å:
C: -0.49409 -0.23068 -0.24250
C: -2.33635 -1.96163 -0.62898
C: 2.24042 1.51985 1.09557
N: -1.33062 -1.01205 -0.48963
N: -2.43353 -2.88044 -1.48885
N: 3.07661 2.45367 1.55489
N: -3.48408 -3.65521 -1.57835
N: 0.98905 1.61375 1.09484
H: 2.54776 0.56221 0.76590
H: -3.19279 -1.80731 -0.04444
H: 4.04893 2.30099 1.22922
H: 2.74893 3.35633 1.69669
H: -3.75559 -4.33299 -2.28430
H: -4.39379 -3.43896 -1.07980
H: 0.43004 0.76759 0.59482
H: 0.65380 2.43201 1.57772

Atom charges from the Mulliken analysis, given in e for atoms 1 to 2: C 0.12; C -0.22

Record 5
Below is the ion C3H8N5 with charge +1 at a distorted geometry, with properties calculated with the ωB97M-V functional and the def2-TZVPD basis.

energy above the lowest of the compared OMol25 structures with the same formula, charge and spin: 124.6 kcal per mole
net charge: +1
HOMO-LUMO gap: 7.86 eV
SMILES string: C#[N+]CCN/N=N\N

Atoms and positions in Å:
C: -1.66750 2.00589 0.36513
C: -1.46666 -0.39596 1.12203
C: -0.59725 -1.47279 0.41632
N: -1.42144 0.87720 0.49051
N: 2.39202 0.68539 -1.51605
N: 1.38602 1.13163 -0.74533
N: 0.69466 0.42798 -0.02687
N: 0.77193 -0.93240 0.13122
H: -1.68961 2.91527 -0.24459
H: -2.54452 -0.87870 1.17217
H: -1.10821 -0.09733 2.19103
H: -0.59476 -2.46341 0.88505
H: -0.99118 -1.67732 -0.55414
H: 2.94663 1.48133 -1.78282
H: 2.91563 -0.14359 -1.26724
H: 0.97423 -1.46319 -0.63644

Atom charges from the Mulliken analysis, given in e for atoms 1 to 2: C 0.07; C -0.36

Record 6
Below is the molecule C3H8N6 at a distorted geometry, with properties calculated with the ωB97M-V functional and the def2-TZVPD basis.

energy above the lowest of the compared OMol25 structures with the same formula, charge and spin: 32.8 kcal per mole
net charge: 0
HOMO-LUMO gap: 10.23 eV
SMILES string: CN(C)n1nnnc1N

Atoms and positions in Å:
C: -0.03831 0.05545 1.73235
C: -1.15885 -0.29481 -1.66093
C: 1.32480 0.15347 -1.20583
N: -0.45194 1.03139 2.52140
N: -0.95456 1.97100 1.71199
N: -0.85862 1.65011 0.49883
N: -0.23301 0.42092 0.41866
N: 0.62335 -1.10351 2.04673
N: 0.00866 -0.34170 -0.72331
H: -1.92534 0.41254 -1.46588
H: -0.79038 -0.12582 -2.63855
H: -1.61067 -1.37756 -1.65897
H: 1.97373 0.13708 -0.41179
H: 1.61321 -0.48952 -1.98080
H: 1.31861 1.10424 -1.81293
H: 0.87173 -1.24534 2.93697
H: 0.28759 -1.95795 1.69205

Atom charges from the Mulliken analysis, given in e for atoms 1 to 2: C 0.47; C -0.82

Record 7
Below is the molecule C3H8N6 at a distorted geometry, with properties calculated with the ωB97M-V functional and the def2-TZVPD basis.

net charge: 0
multiplicity: 3
HOMO-LUMO gap (alpha / beta): 5.34 / 6.50 eV

Atoms and positions in Å:
C: 2.38445 -0.67668 0.16518
C: -0.60621 0.42882 1.19127
C: -0.66716 0.87359 -1.29488
N: 3.52138 -0.08187 0.00940
N: 3.23948 1.11536 -0.41809
N: 2.03784 1.44391 -0.39518
N: 1.33030 0.36003 -0.07513
N: 2.08105 -1.89610 0.67766
N: -0.00570 0.31288 -0.12832
H: -0.12379 -0.31383 1.85424
H: -0.38441 1.39312 1.75395
H: -1.78594 0.19432 1.08520
H: -0.01050 0.69268 -2.23179
H: -1.58070 0.14043 -1.53722
H: -1.01022 1.94902 -1.22854
H: 2.78190 -2.57309 0.56675
H: 1.19554 -2.21555 0.38978

Atom charges from the Mulliken analysis, given in e for atoms 1 to 2: C 0.41; C -0.73

Record 8
Below is a cluster of 2 separate species, C3H8NO in total at a distorted geometry, with properties calculated with the ωB97M-V functional and the def2-TZVPD basis.

energy above the lowest of the compared OMol25 structures with the same formula, charge and spin: 54.5 kcal per mole
net charge: -1
HOMO-LUMO gap: 6.39 eV

Atoms and positions in Å:
C: -1.95829 1.50375 0.06443
O: -1.46131 0.27573 0.52432
H: -2.17991 2.30663 0.93174
H: -2.99875 1.15208 -0.30481
H: -1.51297 2.09005 -0.81775
C: 1.17168 0.12802 -0.24054
C: 1.56944 -2.19436 0.09295
N: 2.10047 -1.03530 -0.01382
H: 1.69402 1.06791 -0.26962
H: 0.45229 -0.02385 -1.06002
H: 0.54034 0.06423 0.69337
H: 2.03543 -3.05668 0.64936
H: 0.54757 -2.27820 -0.24962

Atom charges from the Mulliken analysis, given in e for atoms 1 to 2: C -0.55; O -0.81